P.
The molecule C6H13NO3, computed with ωB97M-V/def2-TZVPD.

Geometry as ORCA input:
```
! RIJCOSX wB97M-V def2-TZVPD def2/J DEFGRID3
* xyz 0 1
C -0.39620 0.37883 2.02054
C -0.60928 0.70523 0.55905
C 0.24832 2.09148 0.09864
O -0.07701 2.83757 -0.78441
O 1.29718 2.33578 0.90029
C -0.09772 -0.25565 -0.46640
C -0.60547 -0.01296 -1.87610
C 1.38459 -0.56023 -0.42094
O -1.01406 -1.46849 0.11621
N -0.51994 -2.75104 -0.22635
H -1.24406 -0.19339 2.38689
H -0.28643 1.27505 2.62674
H 0.49062 -0.22410 2.19963
H -1.64212 0.97510 0.33854
H 1.67353 3.20740 0.68759
H -0.41643 -0.90812 -2.46524
H -0.10168 0.84058 -2.32296
H -1.67269 0.19655 -1.88168
H 1.92885 0.05771 -1.13073
H 1.53257 -1.61135 -0.66779
H 1.84246 -0.41734 0.55449
H -0.52866 -3.31737 0.62126
H -1.18637 -3.18124 -0.86727
*
```

Calculated values
Structure (SMILES) ... C[C@@H](C(=O)O)C(C)(C)ON

Atom charges from the Mulliken analysis, given in e for atoms 1 to 6: -1.4259, 0.1301, 0.3876, -0.5806, -0.4206, 1.2824

Q.
The molecule C6H13NO3, computed with ωB97M-V/def2-TZVPD.

Geometry as ORCA input:
```
! RIJCOSX wB97M-V def2-TZVPD def2/J DEFGRID3
* xyz 0 1
C 1.76778 1.44688 2.02493
C 0.64398 1.74371 1.03895
C -0.05023 0.48885 0.50295
N 0.82321 -0.39599 -0.27597
C -1.25632 0.86378 -0.35738
O -2.12367 -0.21891 -0.62298
C -1.64407 -1.15539 -1.54226
C -0.63567 -2.12520 -0.92776
O -0.90788 -2.80253 0.06306
O 0.14236 -2.64195 -1.91794
H 2.29485 2.36922 2.30135
H 1.37169 0.99388 2.94626
H 2.51186 0.75737 1.60038
H -0.11718 2.37080 1.52950
H 1.03305 2.32880 0.18789
H -0.42069 -0.10923 1.34952
H 1.30175 -1.08436 0.29996
H 0.88630 -0.11683 -1.25142
H -1.85390 1.61418 0.17471
H -0.90150 1.29750 -1.31198
H -2.49714 -1.75516 -1.89459
H -1.17553 -0.65714 -2.40719
H 0.80695 -3.21227 -1.50998
*
```

Calculated values
Structure (SMILES) ... CC[C@H](N)COCC(=O)O

Atom charges from the Mulliken analysis, given in e for atoms 1 to 6: -1.2640, -0.5620, 0.3079, -0.5475, -0.9404, -0.3948

R.
A cluster of 2 separate species, C6H13NO3 in total, computed with ωB97M-V/def2-TZVPD.

Geometry as ORCA input:
```
! RIJCOSX wB97M-V def2-TZVPD def2/J DEFGRID3
* xyz 0 1
H -0.01682 -1.97127 1.41613
N -0.95911 -1.66904 1.17669
C -1.09436 -0.40248 1.16011
C -2.39424 0.29773 0.95704
O -0.04928 0.51518 1.54481
C 0.96137 0.06160 2.45169
H -2.51624 0.52991 -0.10262
H -2.43368 1.23173 1.52285
H -3.23544 -0.32828 1.26335
H 1.56695 0.92207 2.74798
H 1.59228 -0.67613 1.94936
H 0.53795 -0.39392 3.35032
C -0.59581 -0.94058 -2.24056
O -0.13701 0.29105 -1.69514
C 1.15367 0.26096 -1.10597
C 1.89536 1.49281 -1.53740
O 1.68370 -0.76698 -0.72962
H -1.41223 -0.70572 -2.92979
H 0.15896 -1.50820 -2.79030
H -0.96510 -1.60099 -1.45496
H 2.17183 1.38364 -2.58948
H 1.27831 2.38448 -1.41715
H 2.80895 1.59242 -0.94734
*
```

Calculated values
Structure (SMILES) ... [H]/N=C(/C)OC.COC(C)=O

Atom charges from the Mulliken analysis, given in e for atoms 1 to 6: 0.3106, -0.6896, 0.8309, -1.1371, -0.3143, -0.8122

S.
A structure of composition C6H13NO3, computed with ωB97M-V/def2-TZVPD.

Geometry as ORCA input:
```
! RIJCOSX wB97M-V def2-TZVPD def2/J DEFGRID3
* xyz 0 1
C 0.84788 -0.84568 2.65238
C 0.45232 -1.32481 1.26642
O -0.41148 -2.46473 1.33775
C -0.17394 -0.21230 0.42669
C -0.29987 -0.56451 -1.05246
O -1.25135 -1.59633 -1.26105
C -0.75356 0.62057 -1.90487
C 0.25429 1.68698 -2.09115
N 1.42266 1.97177 -2.31709
H 1.25710 -1.67422 3.24579
H 1.61271 -0.06077 2.57765
H -0.02201 -0.42631 3.18094
H 1.34763 -1.69296 0.74213
H -1.16891 -2.25058 1.89326
H -1.17110 0.03736 0.82712
H 0.45252 0.68621 0.52213
H 0.68571 -0.89874 -1.42157
H -1.15336 -2.21800 -0.52215
H -1.02672 0.25181 -2.90558
H -1.65941 1.07110 -1.46872
O -0.03083 3.44076 -1.38091
H -0.50259 3.18705 -0.57480
H 1.29233 3.27631 -1.77192
*
```

Atom charges from the Mulliken analysis, given in e for atoms 1 to 6: -1.4472, 0.3332, -0.6054, -0.9046, 0.2016, -0.5918

Energies relative to the minimum, eV: P 0.962; Q 0.000; R 0.063; S 2.769

P.
The molecule C6H13NO3, computed with ωB97M-V/def2-TZVPD.

Geometry as ORCA input:
```
! RIJCOSX wB97M-V def2-TZVPD def2/J DEFGRID3
* xyz 0 1
C 2.81732 -1.25365 0.29764
O 1.85290 -0.27087 0.02747
C 0.46059 -0.82254 -0.25859
O 0.49170 -1.37519 -1.51486
C -0.38107 0.41788 -0.04671
C -0.24957 0.95477 1.37107
C -0.09954 1.48494 -1.09927
C -1.88641 -0.17477 -0.35601
N -2.85255 0.13190 0.52896
O -2.14963 -0.76600 -1.38580
H 2.65812 -1.70798 1.28682
H 3.80719 -0.79498 0.29469
H 2.79084 -2.05716 -0.44914
H 0.22024 -1.59936 0.49646
H -0.33020 -1.15609 -1.98925
H 0.79277 1.21108 1.54454
H -0.52360 0.20525 2.11227
H -0.86081 1.84559 1.50825
H -0.30061 1.09481 -2.09520
H 0.94716 1.77365 -1.04473
H -0.72217 2.36186 -0.93190
H -3.80643 -0.11136 0.30947
H -2.67626 0.60820 1.39381
*
```

Calculated values
Structure (SMILES) ... CO[C@H](O)C(C)(C)C(N)=O

Atom charges from the Mulliken analysis, given in e for atoms 1 to 6: -0.7944, -0.3462, -0.1390, -0.6008, 1.8383, -2.3228

Q.
A cluster of 2 separate species, C6H13NO3 in total, computed with ωB97M-V/def2-TZVPD.

Geometry as ORCA input:
```
! RIJCOSX wB97M-V def2-TZVPD def2/J DEFGRID3
* xyz 0 1
C 0.49130 -1.81070 1.80488
C -0.31447 -1.02887 0.81594
C 0.56633 -0.14623 -0.13406
C 1.35817 0.92053 0.63802
C 1.48072 -1.01495 -1.04582
C -0.50368 0.65348 -1.03980
O -1.03605 1.32892 -0.00081
O -2.48776 2.65927 -1.59539
N -3.56025 2.43458 -1.06822
O -4.70164 2.72390 -1.35747
H -0.14068 -2.42272 2.45166
H 1.17768 -2.45315 1.25706
H 1.05539 -1.11597 2.43092
H -0.98527 -1.66513 0.21435
H -0.99889 -0.36011 1.34814
H 1.78108 1.66698 -0.05039
H 0.64714 1.49422 1.23809
H 2.16143 0.55779 1.29191
H 1.98486 -0.37222 -1.77962
H 2.24227 -1.56447 -0.48560
H 0.85748 -1.72125 -1.61255
H 0.01868 1.32661 -1.70545
H -1.09383 -0.09049 -1.61581
*
```

Atom charges from the Mulliken analysis, given in e for atoms 1 to 6: -1.2082, -0.6188, 1.4495, -1.6528, -1.7594, -0.7563

R.
A cluster of 2 separate species, C6H13NO3 in total, computed with ωB97M-V/def2-TZVPD.

Geometry as ORCA input:
```
! RIJCOSX wB97M-V def2-TZVPD def2/J DEFGRID3
* xyz 0 1
N -1.27005 -1.40328 -0.77644
C -1.30757 -0.28630 0.13694
C -2.65681 0.50464 0.20395
O -2.68071 1.63282 -0.63633
C -0.28965 0.78293 -0.24602
O 0.08429 1.62824 0.51908
O -0.00902 0.78806 -1.54087
H -1.37534 -1.07584 -1.73273
H -2.02267 -2.05497 -0.57080
H -1.07280 -0.64622 1.14336
H -2.86110 0.79368 1.24137
H -3.46829 -0.14193 -0.14529
H -2.15056 2.33545 -0.24342
H 0.61220 1.49669 -1.75153
C 2.44009 -0.72724 -0.85620
C 1.88853 -0.83790 0.33810
C 2.34607 -0.11253 1.55710
H 3.29351 -0.08964 -1.02815
H 2.06721 -1.26839 -1.70817
H 1.05651 -1.51471 0.47349
H 2.48684 -0.81648 2.37520
H 3.28393 0.39886 1.37571
H 1.60538 0.61405 1.87171
*
```

Calculated values
Structure (SMILES) ... N[C@H](CO)C(=O)O.C=CC

Atom charges from the Mulliken analysis, given in e for atoms 1 to 6: -0.5792, 0.4208, -0.7684, -0.5298, 0.2791, -0.6227

Energies relative to the minimum, eV: P 0.000; Q 6.255; R 0.856

P.
A structure of composition C7H16N2O2, computed with ωB97M-V/def2-TZVPD.

Geometry as ORCA input:
```
! RIJCOSX wB97M-V def2-TZVPD def2/J DEFGRID3
* xyz 0 1
C 2.09485 -0.83667 -0.36321
C -0.99231 2.57650 0.13704
C -1.45584 -1.88715 -1.15603
C -1.39253 1.11794 -0.03467
C -1.13122 -1.36197 0.23167
C 1.04324 0.09705 -0.85843
C -0.46932 0.02025 0.33024
N 2.22636 0.70128 -0.15994
N 0.12635 0.24762 1.61724
O 3.16842 1.38912 -0.60907
O 2.04855 -1.72539 0.71012
H 2.72263 -1.35311 -1.19786
H -0.92711 2.85265 1.23374
H -0.06968 2.84941 -0.30959
H -1.82875 3.22894 -0.36353
H -0.55664 -2.03184 -1.79410
H -2.12380 -1.29436 -1.61196
H -2.03959 -2.86755 -1.09804
H -2.34378 1.05433 0.31609
H -1.45533 0.78017 -1.09416
H -0.15870 -1.88351 0.71131
H -2.07442 -1.41815 0.74270
H 0.91792 0.18871 -1.85078
H 2.05629 0.90332 0.80695
H 2.78511 -1.55286 1.35698
H 0.22721 -0.62857 2.06665
H -0.39793 0.83383 2.24063
*
```

Atom charges from the Mulliken analysis, given in e for atoms 1 to 6: -0.0302, -1.2401, -1.4399, -0.9374, -0.3884, -1.0336

Q.
A structure of composition C7H16N2O2, computed with ωB97M-V/def2-TZVPD.

Geometry as ORCA input:
```
! RIJCOSX wB97M-V def2-TZVPD def2/J DEFGRID3
* xyz 0 1
C 2.39816 -3.30560 2.04321
C 2.02615 -2.94206 0.39072
C 0.71147 -2.00531 0.34633
C 0.74208 -0.56672 1.19417
C -0.57693 0.56214 -0.74068
C 0.03872 1.92310 -1.01949
C -0.92407 1.91964 -2.38005
H 3.82264 -2.43201 1.81096
H 1.33204 -2.75011 2.76401
H 2.73046 -4.79461 2.28231
H 2.73622 -2.14763 -0.03279
H 1.99563 -3.77144 -0.33060
H 0.72574 -1.89377 -0.78704
H -0.18969 -2.92710 0.55166
H 1.76530 -0.06547 1.11758
H 0.64433 -0.56206 2.25192
H -0.29529 -0.18657 -1.41568
H -1.67796 0.45605 -0.78441
H 1.22029 1.58269 -1.29202
H -0.20242 2.58486 -0.10206
H -2.05489 1.42914 -2.07471
H -0.29434 1.09001 -2.91722
H -1.91066 3.90841 -3.34898
N -0.34590 0.12778 0.57288
N -1.40060 0.13118 1.55843
O -0.78509 3.34663 -2.81055
O -2.29183 1.04784 1.35837
*
```

Atom charges from the Mulliken analysis, given in e for atoms 1 to 6: -0.6236, -0.7561, -0.3939, -0.4911, -1.2228, -0.3349

Energies relative to the minimum, eV: P 0.000; Q 9.576

P.
The molecule C4H7Cl, computed with ωB97M-V/def2-TZVPD.

Geometry as ORCA input:
```
! RIJCOSX wB97M-V def2-TZVPD def2/J DEFGRID3
* xyz 0 1
C -0.64971 1.83536 -0.25458
C -0.24482 0.61592 0.22269
Cl -1.27230 -0.93140 0.01294
C 1.21380 0.29538 0.58356
C 1.99698 -0.61951 -0.43486
H -0.06532 2.68321 -0.13012
H -1.58664 1.97293 -0.91830
H 1.68366 1.25291 0.66521
H 1.25451 -0.20129 1.58965
H 1.53438 -1.61545 -0.50828
H 1.90310 -0.16792 -1.48884
H 3.00793 -0.85350 -0.13011
*
```

Calculated values
Structure (SMILES) ... C=C(Cl)CC

Atom charges from the Mulliken analysis, given in e for atoms 1 to 6: -0.6994, 0.3497, -0.2230, -0.4686, -0.9910, 0.3234

Q.
The molecule C4H7Cl, computed with ωB97M-V/def2-TZVPD.

Geometry as ORCA input:
```
! RIJCOSX wB97M-V def2-TZVPD def2/J DEFGRID3
* xyz 0 1
Cl -2.48819 -0.63246 -0.08553
C -1.40642 0.79906 -0.04442
C 0.08805 0.39777 -0.15536
C 0.77538 -0.59159 0.70405
C 0.99853 -0.60541 -0.75257
H -1.62682 1.27535 0.89732
H -1.64693 1.54302 -0.81754
H 0.78569 1.22171 -0.01115
H 1.56769 -0.35763 1.42798
H 0.14639 -1.40339 1.23607
H 0.72728 -1.41893 -1.51932
H 2.07935 -0.22747 -0.87956
*
```

Calculated values
Structure (SMILES) ... ClCC1CC1

Atom charges from the Mulliken analysis, given in e for atoms 1 to 6: -0.2101, -0.4573, -0.0595, -0.4551, -0.4874, 0.2866

Energies relative to the minimum, eV: P 0.000; Q 0.732

P.
A cluster of 2 separate species, C3H9N3 in total, computed with ωB97M-V/def2-TZVPD.

Geometry as ORCA input:
```
! RIJCOSX wB97M-V def2-TZVPD def2/J DEFGRID3
* xyz 0 1
N -1.00433 -0.10109 -0.08835
N -2.37209 -0.24276 0.35119
C 0.03132 -0.62630 0.91921
N 0.49860 -1.81126 0.88300
H -0.81126 -0.53370 -0.99692
H -2.59700 -1.23319 0.38366
H -2.97310 0.21637 -0.32487
H 0.53022 -2.21396 -0.05243
H -0.13466 -0.11616 1.85887
C 1.22046 1.10830 0.14719
C 1.94989 1.01015 -0.96696
H 2.87247 1.56286 -1.15239
H 1.59528 1.77867 0.92563
H -0.47904 0.86832 -0.10679
H 1.67322 0.33374 -1.78005
*
```

Atom charges from the Mulliken analysis, given in e for atoms 1 to 6: -0.1227, -0.6540, -0.0578, -0.6523, 0.3667, 0.2559

Q.
A cluster of 2 separate species, C3H9N3 in total, computed with ωB97M-V/def2-TZVPD.

Geometry as ORCA input:
```
! RIJCOSX wB97M-V def2-TZVPD def2/J DEFGRID3
* xyz 0 1
H 2.96225 0.92270 -2.21114
N 2.63858 1.83429 -2.54007
C 1.83089 2.17462 -1.59936
N 0.93376 3.19736 -1.52647
H 2.00918 1.74482 -0.59168
H 0.25132 3.40190 -2.22736
H 1.01537 3.77143 -0.70888
C -2.31868 -2.99419 1.86111
N -1.83202 -1.84931 2.03632
C -0.74374 -1.39074 1.13581
H -2.38267 -3.46631 0.85875
H -2.78198 -3.52573 2.70077
H -0.58028 -0.39520 1.51215
H -1.12480 -1.39145 0.10903
H 0.12282 -2.03418 1.19104
*
```

Calculated values
Structure (SMILES) ... [H]/N=C/N.C=NC

Atom charges from the Mulliken analysis, given in e for atoms 1 to 6: 0.2721, -0.6063, 0.1081, -0.4103, 0.2149, 0.2120

Energies relative to the minimum, eV: P 3.477; Q 0.000

P.
A cluster of 2 separate species, C3H9N3 in total, computed with ωB97M-V/def2-TZVPD.

Geometry as ORCA input:
```
! RIJCOSX wB97M-V def2-TZVPD def2/J DEFGRID3
* xyz 0 1
H 0.52570 0.52615 -0.26826
N 0.21370 0.52039 -1.25695
C 1.30876 0.55113 -1.97434
N 1.36361 0.81246 -3.29363
H 2.31550 0.39144 -1.53688
H 0.45616 0.97876 -3.70937
H 2.10761 0.44343 -3.86143
C -0.39266 0.55196 2.03149
C -0.69019 -0.76798 2.15500
N -1.77338 -1.49418 1.55786
H -1.05404 1.20685 1.41243
H 0.25054 1.01822 2.76140
H -0.09872 -1.40105 2.80212
H -2.51274 -1.04293 1.05916
H -2.01985 -2.29465 2.12138
*
```

Calculated values
Structure (SMILES) ... [H]/N=C/N.C=CN

Atom charges from the Mulliken analysis, given in e for atoms 1 to 6: 0.2731, -0.6811, 0.0664, -0.3986, 0.2568, 0.2532

Q.
A cluster of 2 separate species, C3H9N3 in total, computed with ωB97M-V/def2-TZVPD.

Geometry as ORCA input:
```
! RIJCOSX wB97M-V def2-TZVPD def2/J DEFGRID3
* xyz 0 1
H -2.11116 0.08352 1.75647
N -2.59522 -0.27043 0.88809
C -2.00997 0.29905 -0.07794
N -2.13141 0.09733 -1.39478
H -1.10547 0.99363 0.11108
H -1.50216 0.52820 -2.12063
H -3.06579 -0.26706 -1.84233
C 1.95241 -1.10032 -0.38622
N 2.47607 0.06481 -0.22623
C 2.31839 0.76312 1.12440
H 1.86227 -1.52152 -1.42361
H 1.36278 -1.56371 0.38689
H 2.71235 1.73431 0.90022
H 2.77047 0.17354 1.90504
H 1.26558 0.82600 1.49589
*
```

Calculated values
Structure (SMILES) ... [H]/N=C/N.C=NC

Atom charges from the Mulliken analysis, given in e for atoms 1 to 6: 0.2592, -0.7103, 0.2645, -0.4519, 0.1490, 0.2313

Energies relative to the minimum, eV: P 0.000; Q 0.879